Here is a single C5H8O2 molecule from the Open Molecules 2025 dataset. Energies are from ωB97M-V with the def2-TZVPD basis set.

Structure (XYZ):
```
15
Properties=species:S:1:pos:R:3
C -1.0613 -2.0832 0.0027
C 0.1839 -1.1631 0.0355
O 0.1311 -0.3821 -1.1328
C 0.4246 0.3861 -0.0120
C 1.3456 1.6103 -0.4318
O 0.4547 2.5172 0.2224
C -0.3746 1.4615 0.7085
H -1.0135 -2.9735 0.6362
H -2.0356 -1.6164 0.1484
H -1.0755 -2.4585 -1.0348
H 1.0676 -1.7381 0.2927
H 2.3863 1.8060 -0.1544
H 1.2409 1.7156 -1.5275
H -1.4274 1.5505 0.4457
H -0.2468 1.3677 1.8011
```

Properties
**Frontier orbital gap**: 0.3954 hartree
**Energy above the lowest of the compared OMol25 structures with the same formula, charge and spin**: 92.1 kcal/mol
**Molecular weight**: 100.117 g/mol
**Strongest force on any atom**: 0.8 eV Å⁻¹
**HOMO energy**: -9.725 eV
**DFT total energy**: -9405.840 eV
**Structure (SMILES)**: C[C@H]1OC12COC2